Record 1
Molecular formula: C22H42Cl3MnN2O4SSi
Method: DFT, ωB97M-V/def2-TZVPD

Values from the calculation:
energy relative to the best compared isomer or geometry (same formula, charge and spin)	496.2	kJ/mol
electronic energy	-122265.6497	eV
charge	0
spin multiplicity	5
highest occupied orbital energy (alpha / beta)	-0.2966 / -0.2968	Eh

Cartesian coordinates (Å):
1 C 2.295 -1.795 -2.811
2 C 1.750 -0.745 -3.722
3 H 1.837 -2.767 -3.037
4 H 2.086 -1.505 -1.766
5 H 3.377 -1.895 -2.970
6 C 1.748 -0.971 -5.068
7 C 2.279 -2.223 -5.663
8 H 1.467 -0.225 -5.815
9 H 1.805 -3.108 -5.216
10 H 3.372 -2.252 -5.521
11 H 2.081 -2.242 -6.737
12 Mn 0.121 0.398 0.607
13 Cl 1.075 2.469 0.833
14 Cl 1.940 -1.245 0.346
15 H -3.449 1.955 4.234
16 H -1.225 1.376 6.726
17 C -3.238 0.874 4.410
18 C -1.545 0.459 6.231
19 N -1.832 0.681 4.810
20 H -3.450 0.298 3.478
21 C -0.899 0.787 3.841
22 O -1.184 0.890 2.645
23 H -0.788 -0.308 6.345
24 H 0.114 0.774 4.252
25 H -3.879 0.536 5.241
26 H -2.472 0.135 6.716
27 H -0.333 -4.629 2.597
28 H -0.017 -3.391 -0.663
29 C -1.284 -4.502 2.056
30 C -1.017 -3.724 -0.325
31 N -1.238 -3.395 1.098
32 H -2.079 -4.326 2.790
33 C -1.452 -2.101 1.423
34 O -1.343 -1.161 0.586
35 H -1.800 -3.239 -0.942
36 H -1.855 -1.871 2.423
37 H -1.488 -5.427 1.501
38 H -1.078 -4.810 -0.450
39 O 0.538 0.472 -1.853
40 C 1.334 0.618 -3.100
41 C -0.184 1.097 -5.125
42 C 0.857 1.505 -4.257
43 H -0.693 0.130 -4.980
44 C -0.551 1.926 -6.214
45 H 2.273 1.070 -2.752
46 C 1.605 2.643 -4.574
47 H -1.458 1.670 -6.788
48 C 0.199 3.083 -6.511
49 C 1.270 3.402 -5.701
50 H 2.426 2.896 -3.890
51 H -0.106 3.704 -7.360
52 H 1.813 4.322 -5.869
53 Si -0.882 1.413 -1.524
54 Cl 0.426 -1.697 3.272
55 C -2.083 0.624 -2.754
56 C -0.565 3.185 -2.266
57 C -1.939 2.004 -0.009
58 H -2.101 1.127 -3.740
59 H -3.112 0.643 -2.359
60 H -1.790 -0.427 -2.925
61 H -2.371 1.225 0.632
62 H -2.739 2.614 -0.460
63 H -1.374 2.723 0.612
64 H -0.816 3.282 -3.337
65 H 0.481 3.505 -2.126
66 H -1.183 3.927 -1.735
67 C 2.131 1.354 6.265
68 S 3.103 -0.084 6.698
69 C 1.922 -1.410 6.527
70 O 4.162 -0.294 5.671
71 H 1.168 1.386 6.787
72 H 1.978 1.364 5.191
73 H 2.711 2.231 6.582
74 H 1.506 -1.411 5.497
75 H 2.502 -2.321 6.721
76 H 1.141 -1.274 7.274

***

Record 2
Molecular formula: C4H9NO
Method: DFT, ωB97M-V/def2-TZVPD

Values from the calculation:
energy relative to the best compared isomer or geometry (same formula, charge and spin)	282.3	kJ/mol
electronic energy	-7829.3938	eV
charge	0
SMILES	CC/N=C/OC
highest occupied orbital energy	-0.3259	Eh

Cartesian coordinates (Å):
1 C 2.360 0.750 0.477
2 C 1.134 0.159 -0.214
3 N -0.138 0.265 0.480
4 C -0.597 -0.923 0.363
5 O -1.819 -1.232 -0.039
6 C -2.599 -0.101 -0.417
7 H 2.089 1.643 1.059
8 H 2.801 0.035 1.176
9 H 3.124 1.046 -0.251
10 H 1.084 -0.927 -0.560
11 H 0.985 0.598 -1.204
12 H -0.041 -1.830 0.632
13 H -3.398 -0.480 -1.050
14 H -1.991 0.642 -0.943
15 H -2.994 0.355 0.490

***

Record 3
Molecular formula: C36H27F5N5O3PSn
Method: DFT, ωB97M-V/def2-TZVPD

Values from the calculation:
energy relative to the best compared isomer or geometry (same formula, charge and spin)	0.0	kJ/mol
electronic energy	-80073.4407	eV
charge	0
highest occupied orbital energy	-0.2907	Eh

Cartesian coordinates (Å):
1 Sn 0.962 0.966 0.177
2 C -0.227 1.269 3.271
3 N -0.737 1.242 1.889
4 C -1.913 0.407 1.641
5 C -1.474 -0.966 1.255
6 N -0.252 -1.240 0.912
7 C -0.270 -2.564 0.486
8 C 0.764 -3.376 0.027
9 C 0.447 -4.671 -0.337
10 C -0.869 -5.155 -0.260
11 C -1.905 -4.363 0.204
12 C -1.571 -3.069 0.587
13 N -2.317 -2.023 1.110
14 C 1.269 1.178 3.301
15 N 1.951 0.431 2.479
16 C 3.291 0.632 2.813
17 C 4.447 0.093 2.255
18 C 5.657 0.468 2.809
19 C 5.725 1.361 3.889
20 C 4.584 1.902 4.453
21 C 3.372 1.517 3.894
22 N 2.052 1.837 4.189
23 H -0.537 2.183 3.776
24 H -0.628 0.417 3.822
25 H -0.920 2.196 1.583
26 H -2.607 0.381 2.485
27 H -2.430 0.832 0.777
28 H 1.774 -2.990 -0.051
29 H 1.227 -5.330 -0.700
30 H -1.074 -6.173 -0.568
31 H -2.924 -4.729 0.254
32 H -3.311 -2.023 1.248
33 H 4.383 -0.584 1.412
34 H 6.578 0.069 2.400
35 H 6.694 1.634 4.286
36 H 4.638 2.594 5.286
37 H 1.740 2.498 4.877
38 O -0.737 2.758 -2.781
39 C -1.250 1.969 -2.007
40 O -0.861 1.802 -0.765
41 C -2.460 1.121 -2.493
42 P -2.397 -0.635 -1.909
43 C -3.980 -1.284 -2.597
44 C -5.126 -0.951 -1.864
45 C -6.372 -1.450 -2.210
46 C -6.495 -2.314 -3.293
47 C -5.370 -2.647 -4.032
48 C -4.122 -2.135 -3.690
49 C -1.119 -1.394 -2.979
50 C -0.962 -2.785 -2.892
51 C 0.080 -3.428 -3.541
52 C 0.998 -2.691 -4.280
53 C 0.859 -1.314 -4.368
54 C -0.189 -0.666 -3.722
55 H -2.532 1.175 -3.575
56 H -3.355 1.563 -2.054
57 H -5.029 -0.281 -1.013
58 H -7.249 -1.174 -1.635
59 H -7.463 -2.719 -3.559
60 H -5.463 -3.309 -4.886
61 H -3.257 -2.393 -4.289
62 H -1.669 -3.365 -2.307
63 H 0.177 -4.505 -3.463
64 H 1.825 -3.188 -4.773
65 H 1.565 -0.734 -4.949
66 H -0.268 0.412 -3.811
67 F 4.984 6.737 1.640
68 C 4.040 5.794 1.560
69 C 2.831 5.954 2.208
70 F 2.617 7.052 2.936
71 C 1.857 4.982 2.118
72 F 0.708 5.147 2.796
73 C 2.021 3.812 1.366
74 O 1.084 2.898 1.308
75 C 3.276 3.681 0.752
76 F 3.515 2.558 0.054
77 C 4.262 4.640 0.837
78 F 5.435 4.455 0.232

***

Record 4
Molecular formula: C15H18O2
Method: DFT, ωB97M-V/def2-TZVPD

Values from the calculation:
energy relative to the best compared isomer or geometry (same formula, charge and spin)	256.4	kJ/mol
electronic energy	-19939.6516	eV
charge	0
SMILES	CCc1ccc(O)cc1.Cc1ccc(O)cc1
highest occupied orbital energy	-0.3154	Eh

Cartesian coordinates (Å):
1 C 1.321 1.875 2.830
2 C 0.702 0.977 1.790
3 C -0.243 1.679 0.879
4 C 0.382 2.253 -0.237
5 C -0.544 2.867 -1.206
6 C -1.912 2.767 -1.052
7 O -2.538 3.250 -2.196
8 C -2.441 2.227 0.095
9 C -1.650 1.626 1.040
10 H 1.974 1.281 3.482
11 H 0.726 2.402 3.520
12 H 2.020 2.540 2.335
13 H 1.457 0.420 1.177
14 H 0.214 0.242 2.450
15 H 1.348 1.903 -0.476
16 H -0.256 3.326 -2.156
17 H -2.971 2.534 -2.672
18 H -3.510 2.235 0.410
19 H -2.129 1.088 1.820
20 C 3.595 -2.414 -0.360
21 C 2.135 -2.782 -0.388
22 C 1.522 -1.832 -1.223
23 C 0.176 -1.618 -1.210
24 C -0.595 -2.393 -0.259
25 O -1.910 -1.940 -0.131
26 C 0.016 -3.326 0.568
27 C 1.415 -3.571 0.444
28 H 4.313 -2.970 0.283
29 H 3.799 -1.283 -0.132
30 H 3.991 -2.504 -1.449
31 H 2.157 -1.111 -1.827
32 H -0.321 -0.815 -1.774
33 H -1.933 -1.872 0.784
34 H -0.491 -3.639 1.467
35 H 1.928 -4.265 1.104

***

Record 5
Molecular formula: C33H50N3OP2Pb
Method: DFT, ωB97M-V/def2-TZVPD

Values from the calculation:
energy relative to the best compared isomer or geometry (same formula, charge and spin)	88.2	kJ/mol
electronic energy	-65368.4161	eV
charge	+1
highest occupied orbital energy	-0.3020	Eh

Cartesian coordinates (Å):
1 C -1.577 -1.495 -2.391
2 C 0.569 -2.232 -1.833
3 C -1.751 -2.530 -3.323
4 C 0.364 -3.422 -2.610
5 C -0.786 -3.549 -3.364
6 H -2.631 -2.533 -3.955
7 H 1.164 -4.164 -2.596
8 H -0.933 -4.417 -4.015
9 N -0.507 -1.415 -1.594
10 P -2.685 0.055 -0.419
11 P 2.539 -0.644 -0.378
12 C -2.602 -0.384 -2.206
13 H -2.262 0.507 -2.759
14 H -3.572 -0.679 -2.614
15 C 0.584 2.642 1.749
16 O 0.836 3.560 2.377
17 C 1.868 -1.915 -1.366
18 H 2.588 -2.750 -1.436
19 C 3.801 -0.045 -1.714
20 C 3.459 -1.423 1.173
21 C -3.558 1.704 -0.379
22 C -3.675 -1.374 0.330
23 C 3.947 1.453 -1.423
24 H 4.387 1.627 -0.432
25 H 4.600 1.906 -2.181
26 H 2.977 1.958 -1.449
27 C 5.156 -0.757 -1.682
28 H 5.722 -0.588 -0.759
29 H 5.048 -1.835 -1.863
30 H 5.754 -0.350 -2.515
31 C 3.232 -0.286 -3.122
32 H 3.846 0.255 -3.857
33 H 3.243 -1.351 -3.386
34 H 2.204 0.067 -3.218
35 C 4.234 -0.263 1.826
36 H 3.577 0.585 2.062
37 H 4.678 -0.612 2.770
38 H 5.052 0.107 1.195
39 C 2.405 -1.950 2.166
40 H 1.717 -1.165 2.516
41 H 1.822 -2.775 1.729
42 H 2.937 -2.348 3.046
43 C 4.418 -2.584 0.882
44 H 5.247 -2.327 0.217
45 H 4.862 -2.881 1.846
46 H 3.893 -3.460 0.478
47 C -4.191 -0.988 1.727
48 H -4.645 -1.888 2.171
49 H -3.374 -0.661 2.388
50 H -4.967 -0.212 1.697
51 C -2.745 -2.591 0.494
52 H -2.406 -2.992 -0.466
53 H -1.863 -2.366 1.111
54 H -3.316 -3.382 1.003
55 C -4.849 -1.780 -0.572
56 H -5.408 -2.570 -0.047
57 H -5.544 -0.956 -0.768
58 H -4.514 -2.196 -1.530
59 C -2.829 2.677 -1.328
60 H -2.954 2.395 -2.382
61 H -3.277 3.673 -1.195
62 H -1.754 2.750 -1.112
63 C -3.502 2.286 1.046
64 H -2.470 2.401 1.408
65 H -3.966 3.283 1.015
66 H -4.053 1.674 1.770
67 C -5.017 1.558 -0.825
68 H -5.105 1.088 -1.815
69 H -5.627 1.002 -0.099
70 H -5.441 2.572 -0.899
71 Pb -0.081 0.223 0.547
72 N 0.505 1.341 -1.536
73 C 0.687 1.555 -2.685
74 C 0.729 2.293 -3.911
75 C 0.489 3.678 -3.831
76 C 0.982 1.699 -5.175
77 C 0.543 4.475 -4.979
78 H 0.279 4.115 -2.856
79 C 1.050 2.517 -6.326
80 H 1.136 0.610 -5.266
81 C 0.843 3.902 -6.217
82 H 0.370 5.545 -4.901
83 H 1.284 2.061 -7.302
84 H 0.931 4.539 -7.102
85 C -0.335 0.115 5.697
86 C -0.394 0.155 4.254
87 N -0.460 0.173 3.092
88 H 0.572 -0.417 6.024
89 H -1.209 -0.406 6.111
90 H -0.304 1.133 6.111

***

Record 6
Molecular formula: C12H15ClCuN3
Method: DFT, ωB97M-V/def2-TZVPD

Values from the calculation:
energy relative to the best compared isomer or geometry (same formula, charge and spin)	0.0	kJ/mol
electronic energy	-74311.4597	eV
charge	+1
spin multiplicity	2
highest occupied orbital energy (alpha / beta)	-0.3992 / -0.3992	Eh

Cartesian coordinates (Å):
1 Cu -0.218 -5.198 -2.427
2 Cl -0.482 -3.348 -0.984
3 N 0.099 -0.214 -2.332
4 C 0.246 -0.239 -3.677
5 C 0.805 1.001 -4.099
6 C 1.059 1.723 -2.972
7 C 0.548 0.959 -1.874
8 H -0.230 -0.959 -1.724
9 H -0.058 -1.075 -4.285
10 H 0.935 1.184 -5.153
11 H 1.548 2.682 -2.963
12 H 0.585 1.172 -0.815
13 N -1.051 0.623 0.954
14 C -1.859 0.150 -0.051
15 C -2.411 1.233 -0.694
16 C -2.007 2.398 0.028
17 C -1.095 1.989 0.974
18 H -0.333 0.062 1.404
19 H -1.928 -0.921 -0.174
20 H -3.049 1.262 -1.562
21 H -2.226 3.424 -0.215
22 H -0.524 2.569 1.679
23 N 0.754 -1.077 4.152
24 C 0.219 -1.726 3.074
25 C 0.990 -1.421 1.979
26 C 2.079 -0.627 2.435
27 C 1.886 -0.413 3.773
28 H 0.391 -1.122 5.087
29 H -0.755 -2.182 3.132
30 H 0.716 -1.777 0.996
31 H 2.887 -0.245 1.833
32 H 2.479 0.113 4.501